76
Properties=species:S:1:pos:R:3:forces:R:3 method="wB97M-V/def2-TZVPD" multiplicity=1 gap_ev=7.27 charge=+1 lumo_ha=-0.1521
C -2.598386 -0.687020 4.494853 0.129 0.609 -0.191
C -2.781497 -1.416919 3.001092 0.329 0.950 1.460
C -3.612350 -0.344385 2.081591 -0.573 -0.397 0.304
C -3.975821 -0.856347 0.567807 -0.744 -0.299 0.423
C -2.921825 -1.932885 -0.077187 -0.045 0.375 -0.474
C -1.368046 -1.414619 -0.172633 0.156 -1.334 0.262
C -0.947878 -0.784393 -1.640957 -1.305 0.421 0.663
C -0.257745 0.674245 -1.357504 0.140 1.203 -0.400
C 1.145828 0.944147 -2.186365 3.016 -0.711 -1.029
C 2.400988 -0.133892 -1.939601 1.263 2.422 -2.350
C 2.314058 -1.457836 -0.976740 0.242 0.086 0.313
C 2.149912 -1.148744 0.624111 -0.280 -1.394 0.929
C 2.075824 -2.645427 1.367121 -0.027 0.107 -0.406
C 2.070050 -2.559064 3.003842 0.300 -1.795 -0.206
C 0.714803 -3.333308 3.597465 0.569 0.093 0.380
O 0.192626 -2.591310 4.757815 1.547 -1.252 0.055
C 1.151377 -2.603512 5.873941 0.776 0.587 1.180
C 0.430179 -2.129841 7.302292 -0.052 0.190 -0.792
C 3.871835 0.101671 -2.701151 -3.988 3.008 -0.571
C 4.005440 1.387619 -3.707778 -3.216 -2.062 2.852
S 5.634052 1.710769 -4.650877 -1.332 -0.552 0.944
C 2.678567 2.384269 -3.881937 2.241 -2.191 0.811
N 2.906738 3.583740 -4.816145 -0.150 -2.458 0.870
N 1.341933 2.128253 -3.157158 3.692 -1.904 -0.159
C 0.199073 3.111884 -3.442431 -2.112 -0.499 0.769
C -0.027313 4.092568 -2.148697 -0.096 -0.227 0.281
C 0.874872 5.465692 -2.189817 -0.619 -0.923 0.419
H -3.031465 -1.368773 5.343606 0.988 1.404 -1.588
H -3.177684 0.354174 4.500044 1.093 -2.327 0.055
H -1.459648 -0.415720 4.708676 -2.501 -0.850 -0.398
H -3.325779 -2.433870 3.198866 0.844 1.981 -0.777
H -1.694200 -1.645237 2.633488 -2.178 0.399 0.382
H -4.651502 -0.163679 2.640798 2.285 -0.326 -1.194
H -3.074270 0.710375 2.087603 -0.857 -2.277 -0.084
H -4.179004 0.093930 -0.091264 0.596 -1.914 0.997
H -5.024183 -1.421129 0.648541 2.285 1.173 -0.287
H -2.954950 -2.909467 0.572093 0.001 1.896 -1.351
H -3.273764 -2.169575 -1.184092 0.614 0.230 2.356
H -0.675091 -2.364974 0.029498 -1.430 2.065 -0.395
H -1.188580 -0.693185 0.731770 -0.206 -1.091 -1.946
H -1.977021 -0.597984 -2.213077 2.350 -0.227 1.087
H -0.329557 -1.508897 -2.319955 -0.988 1.464 1.530
H 0.016657 0.859357 -0.210242 -0.471 -0.678 -2.589
H -1.101219 1.486713 -1.589460 2.203 -1.624 0.299
H 3.323425 -2.084626 -1.096513 -2.139 1.606 0.087
H 1.452293 -2.209997 -1.278177 1.665 1.845 0.418
H 1.160747 -0.603914 0.930136 1.867 -0.898 -0.898
H 3.041744 -0.573498 1.117213 -1.557 -0.986 -1.293
H 2.980411 -3.297889 0.979165 -1.727 1.373 0.845
H 1.094950 -3.227539 1.014905 2.076 1.384 0.658
H 2.984882 -3.224462 3.383704 -1.849 1.713 -0.745
H 2.208997 -1.479212 3.434774 -0.573 -2.046 -0.959
H 0.980555 -4.448435 3.930353 -0.389 2.351 -0.689
H -0.142601 -3.431143 2.806261 1.576 0.549 1.515
H 2.011820 -1.803721 5.687953 -1.703 -1.767 0.125
H 1.670170 -3.665045 6.008168 -1.207 2.096 -0.426
H -0.642883 -1.690395 7.041708 2.286 -1.076 0.634
H 0.347809 -3.037285 8.062037 0.118 2.102 -1.661
H 1.077401 -1.241466 7.751900 -1.429 -2.082 -0.783
H 4.769342 -0.632499 -2.504482 -2.052 1.631 -0.470
H 6.552969 0.658213 -4.344464 -1.804 0.981 0.148
H 3.821466 4.056969 -4.593397 -1.277 -0.855 0.039
H 3.008756 3.207740 -5.803054 -0.272 0.488 1.558
H 0.293281 3.657912 -4.472611 0.402 -1.093 2.189
H -0.777759 2.430652 -3.526561 2.230 1.382 0.018
H -1.197300 4.289411 -2.079611 2.540 -0.134 -0.261
H 0.238855 3.475752 -1.161789 -0.512 1.313 -2.194
H 2.000390 5.138518 -2.096876 -2.170 0.881 -0.294
H 0.570378 6.102481 -1.234933 0.776 -1.174 -2.259
H 0.664107 6.024879 -3.202466 0.560 -0.951 2.186
C -3.499899 2.375563 -5.355293 -0.193 -0.013 -0.236
O -2.675805 1.408776 -4.730363 0.355 -0.645 0.083
H -3.431571 3.313434 -4.799171 0.031 -0.187 -0.027
H -3.160015 2.537108 -6.381099 -0.180 0.190 -0.020
H -4.536046 2.028224 -5.353781 -0.042 0.248 -0.089
H -2.756902 0.588082 -5.245481 0.100 0.422 0.369